1.
{
  "formula": "C4H4F6N2S2",
  "method": "the ωB97M-V functional and the def2-TZVPD basis",
  "energy_ha": -1659.8245,
  "gap_ev": 9.1,
  "e_homo_ha": -0.3832,
  "elements": ["C", "C", "C", "C", "N", "N", "F", "F", "F", "F", "F", "F", "S", "S", "H", "H", "H", "H"],
  "coordinates": [[0.6864, 1.3500, 0.4113], [-0.0388, 0.0846, -1.5460], [0.6265, -0.1027, 1.1358], [-0.7274, -0.9070, -0.6516], [0.0910, 1.3045, -0.8997], [-0.4246, -0.9767, 0.6775], [-0.0123, 2.2620, 1.1779], [1.9851, 1.7402, 0.4144], [1.3424, -0.4736, -1.7175], [-0.5699, 0.1252, -2.7460], [0.1460, 0.1949, 2.4959], [-2.3278, 0.6557, -0.4150], [2.1750, -0.9117, 1.3082], [-1.6952, -2.1355, -1.4086], [-0.8631, 1.5724, -0.8266], [-0.9066, -1.5116, 1.2856], [2.7651, 0.2254, 1.6501], [-2.2519, -2.4961, -0.3456]]
}

2.
{
  "formula": "C22H20AuF3N6O2S2",
  "method": "the ωB97M-V functional and the def2-TZVPD basis",
  "charge": 2,
  "energy_ha": -2560.5060,
  "gap_ev": 4.9,
  "e_homo_ha": -0.5075,
  "elements": ["Au", "F", "C", "F", "F", "C", "C", "C", "C", "N", "C", "S", "H", "H", "H", "C", "N", "C", "C", "N", "C", "S", "C", "C", "C", "C", "C", "N", "H", "H", "H", "H", "H", "H", "H", "H", "H", "O", "C", "N", "C", "O", "C", "C", "C", "C", "N", "C", "H", "H", "H", "H", "H", "H", "H", "H"],
  "coordinates": [[-0.3900, 0.2394, -1.3453], [-0.9247, -5.8657, -2.0808], [-0.5708, -5.0969, -1.0548], [-0.6762, -5.8421, 0.0573], [0.7242, -4.8050, -1.1914], [-1.4653, -3.8748, -0.9529], [-2.7984, -4.0732, -0.6157], [-3.6456, -2.9762, -0.5264], [-3.1136, -1.7099, -0.7138], [-1.8420, -1.5148, -1.0251], [-1.0196, -2.5660, -1.1837], [0.5715, -2.1000, -1.6622], [-3.1649, -5.0714, -0.4203], [-4.6930, -3.1026, -0.3115], [-3.7336, -0.8310, -0.6045], [3.7371, 3.2613, -2.7540], [2.4416, 3.7881, -2.4259], [2.1129, 5.1028, -2.3003], [0.8049, 5.1703, -1.9699], [0.3075, 3.8771, -1.8849], [1.3488, 3.0347, -2.1861], [1.4827, 1.3525, -2.3613], [-1.0269, 3.6006, -1.5322], [-1.9071, 4.6640, -1.2910], [-3.2196, 4.4088, -0.9421], [-3.6519, 3.0930, -0.8797], [-2.7253, 2.1045, -1.1359], [-1.4448, 2.3350, -1.4290], [4.4204, 4.0890, -2.9165], [3.6823, 2.6480, -3.6545], [4.1039, 2.6348, -1.9393], [2.8105, 5.9015, -2.4509], [0.2208, 6.0473, -1.8070], [-1.5992, 5.6896, -1.3698], [-3.8910, 5.2261, -0.7365], [-4.6713, 2.8407, -0.6419], [-3.0136, 1.0671, -1.1156], [1.6439, -5.5739, 2.6135], [2.1675, -4.5845, 3.4207], [1.6605, -3.3399, 2.9094], [2.0865, -2.1405, 3.3727], [2.9418, -2.0259, 4.2169], [1.4085, -0.9360, 2.7808], [1.2938, 0.2121, 3.5629], [0.6911, 1.3391, 3.0291], [0.2220, 1.2796, 1.7281], [0.3608, 0.1973, 0.9758], [0.9457, -0.8809, 1.4703], [1.8653, -6.4572, 2.9341], [3.2742, -4.5482, 3.4035], [1.8722, -4.7096, 4.4810], [0.9164, -3.4449, 2.2340], [1.6839, 0.2069, 4.5708], [0.5834, 2.2433, 3.6051], [-0.2799, 2.1185, 1.2688], [1.0812, -1.7020, 0.7780]]
}

3.
{
  "formula": "C19H17BBrN2O5PtSTe",
  "method": "the ωB97M-V functional and the def2-TZVPD basis",
  "charge": 1,
  "energy_ha": -4603.8796,
  "gap_ev": 5.0,
  "e_homo_ha": -0.4171,
  "elements": ["Pt", "O", "S", "O", "O", "O", "O", "C", "Br", "C", "C", "C", "C", "N", "C", "H", "H", "H", "H", "Te", "C", "C", "C", "C", "C", "C", "C", "C", "C", "C", "C", "C", "H", "H", "H", "H", "H", "H", "H", "H", "H", "H", "B", "C", "N", "H", "H", "H"],
  "coordinates": [[-1.1186, 3.4666, 0.9254], [0.1942, 2.5613, 2.7202], [0.0796, 1.4071, 1.8441], [0.5359, 0.0547, 2.3860], [-1.3645, 1.2829, 1.3978], [0.8607, 1.5793, 0.5824], [-0.8255, 6.3548, 1.5312], [-0.7517, 5.3294, 1.0845], [-1.5943, -0.5763, -3.0648], [-1.0660, 1.2197, -2.7882], [-0.1096, 1.8101, -3.5951], [0.2435, 3.1222, -3.3299], [-0.3292, 3.7593, -2.2425], [-1.2429, 3.1738, -1.4643], [-1.6322, 1.9281, -1.7453], [0.3404, 1.2596, -4.4109], [0.9546, 3.6460, -3.9536], [-0.0677, 4.7801, -1.9943], [-2.4164, 1.5038, -1.1256], [0.2299, -0.8118, 0.2584], [0.0319, -2.8547, 0.6778], [-0.3550, -3.6618, -0.3861], [-0.6348, -4.9964, -0.1284], [-0.5501, -5.4941, 1.1656], [-0.1760, -4.6694, 2.2195], [0.1151, -3.3359, 1.9825], [2.2973, -1.0165, 0.2417], [2.8919, -0.9002, -1.0095], [4.2631, -1.0863, -1.1181], [5.0106, -1.3679, 0.0155], [4.3990, -1.4588, 1.2620], [3.0303, -1.2960, 1.3867], [-0.4055, -3.2841, -1.4037], [-0.9250, -5.6416, -0.9468], [-0.7725, -6.5366, 1.3506], [-0.1203, -5.0602, 3.2264], [0.3877, -2.6837, 2.8023], [2.3013, -0.6642, -1.8889], [4.7448, -1.0078, -2.0834], [6.0783, -1.5188, -0.0717], [4.9927, -1.6633, 2.1432], [2.5548, -1.3627, 2.3547], [-5.4529, 2.1578, 0.8326], [-4.1524, 3.0129, 0.9498], [-3.1838, 3.6528, 0.9587], [-6.1433, 2.3206, 1.8142], [-5.0699, 0.9983, 0.7594], [-6.0772, 2.5678, -0.1222]]
}

4.
{
  "formula": "C28H13Cl4CoF5N2O4S2",
  "method": "the ωB97M-V functional and the def2-TZVPD basis",
  "spin_multiplicity": 5,
  "charge": -1,
  "energy_ha": -6004.6596,
  "gap_ev": [7.0, 5.1],
  "s_squared": 6.03,
  "e_homo_ha": [-0.1791, -0.1784],
  "elements": ["Co", "F", "C", "C", "F", "C", "F", "C", "S", "C", "F", "C", "F", "Cl", "C", "C", "Cl", "C", "Cl", "C", "O", "C", "O", "C", "Cl", "C", "C", "C", "C", "C", "C", "C", "S", "O", "O", "N", "C", "C", "C", "C", "C", "C", "C", "C", "N", "C", "H", "H", "H", "H", "H", "H", "H", "H", "H", "H", "H", "H", "H"],
  "coordinates": [[-0.5808, -0.6299, 0.8842], [-3.3896, 0.8361, 7.1161], [-3.0137, 0.1290, 6.0314], [-2.1907, 0.7111, 5.0664], [-1.7636, 1.9693, 5.2444], [-1.8362, -0.0147, 3.9431], [-1.0472, 0.5297, 2.9978], [-2.2798, -1.3302, 3.7285], [-1.8917, -2.1922, 2.3023], [-3.0781, -1.8979, 4.7358], [-3.5038, -3.1640, 4.6067], [-3.4460, -1.1849, 5.8624], [-4.2298, -1.7602, 6.7928], [6.1520, -0.6851, -0.8372], [4.6627, -0.7231, 0.0232], [4.6664, -0.9017, 1.4088], [6.1654, -1.0878, 2.2318], [3.4729, -0.9308, 2.1185], [3.4882, -1.1352, 3.8271], [2.2354, -0.8131, 1.4636], [1.0919, -0.8763, 2.0245], [2.2323, -0.6157, 0.0200], [1.0989, -0.4778, -0.5356], [3.4633, -0.5734, -0.6550], [3.4316, -0.3065, -2.3531], [3.7464, 3.5327, -2.9419], [2.4402, 3.2784, -2.2446], [2.3938, 2.7004, -0.9805], [1.1830, 2.3649, -0.3977], [0.0100, 2.5957, -1.0860], [0.0291, 3.2234, -2.3160], [1.2397, 3.5783, -2.8845], [-1.5255, 2.0677, -0.3255], [-1.4088, 2.3035, 1.0866], [-2.6272, 2.7140, -1.0031], [-1.5805, 0.4342, -0.4870], [-1.8423, -0.1968, -1.6502], [-2.3305, 0.3778, -2.8222], [-2.7011, -0.4118, -3.9082], [-2.5649, -1.7782, -3.8926], [-2.0158, -2.4074, -2.7615], [-1.8495, -3.8024, -2.6523], [-1.3403, -4.3315, -1.4969], [-0.9720, -3.4697, -0.4569], [-1.1182, -2.1693, -0.5346], [-1.6457, -1.6188, -1.6404], [4.5893, 3.2641, -2.3095], [3.8425, 4.5778, -3.2376], [3.7898, 2.9172, -3.8426], [3.3133, 2.4925, -0.4532], [1.1324, 1.9315, 0.5912], [-0.9042, 3.4457, -2.8098], [1.2583, 4.0784, -3.8431], [-2.4830, 1.4424, -2.8633], [-3.1279, 0.0653, -4.7802], [-2.8918, -2.3905, -4.7213], [-2.1432, -4.4312, -3.4827], [-1.2369, -5.3963, -1.3673], [-0.5663, -3.8563, 0.4672]]
}

5.
{
  "formula": "C2H5F3N3OP",
  "method": "the ωB97M-V functional and the def2-TZVPD basis",
  "energy_ha": -959.6166,
  "smiles": "N#P(N)O[C@@H](N)C(F)(F)F",
  "gap_ev": 9.9,
  "e_homo_ha": -0.3521,
  "elements": ["N", "P", "N", "O", "C", "N", "C", "F", "F", "F", "H", "H", "H", "H", "H"],
  "coordinates": [[1.3021, 1.4594, -1.5238], [1.4633, 0.7617, -0.2421], [2.4323, 0.8982, 1.1173], [0.7002, -0.7357, 0.0662], [-0.5558, -0.7041, -0.5918], [-1.1071, -1.9720, -0.3110], [-1.4408, 0.4425, 0.0975], [-1.9800, 1.3914, -0.6186], [-2.4076, -0.1365, 0.7892], [-0.6600, 1.1306, 0.9766], [2.8013, 1.8352, 1.0177], [2.2526, 0.6343, 2.0942], [-0.4236, -0.1740, -1.5865], [-1.9527, -2.1561, -0.7106], [-0.4241, -2.6749, -0.5745]]
}

6.
{
  "formula": "C39H76N3O9S",
  "method": "the ωB97M-V functional and the def2-TZVPD basis",
  "charge": 1,
  "energy_ha": -2770.7755,
  "gap_ev": 7.2,
  "e_homo_ha": -0.3934,
  "elements": ["C", "C", "S", "C", "C", "C", "C", "C", "O", "N", "C", "C", "C", "N", "C", "C", "C", "C", "C", "C", "O", "C", "C", "C", "O", "N", "C", "C", "H", "H", "H", "H", "H", "H", "H", "H", "H", "H", "H", "H", "H", "H", "H", "H", "H", "H", "H", "H", "H", "H", "H", "H", "H", "H", "H", "H", "H", "H", "H", "H", "H", "H", "H", "H", "H", "H", "H", "H", "C", "C", "O", "C", "H", "H", "H", "H", "H", "H", "C", "C", "O", "C", "H", "H", "H", "H", "H", "H", "C", "C", "O", "C", "H", "H", "H", "H", "H", "H", "C", "C", "O", "C", "H", "H", "H", "H", "H", "H", "C", "C", "O", "C", "H", "H", "H", "H", "H", "H", "C", "C", "O", "C", "H", "H", "H", "H", "H", "H"],
  "coordinates": [[-1.4938, 4.4828, 3.9737], [-1.2108, 4.7787, 2.4269], [-2.3677, 3.9546, 1.2414], [-2.1109, 2.1175, 1.2280], [-0.5963, 1.6493, 1.3789], [-0.2337, 0.2701, 2.0920], [-1.0287, -1.0686, 1.7225], [-1.5234, -1.9137, 2.9705], [-2.6525, -2.4659, 2.8591], [-0.7598, -2.1379, 4.2069], [-0.1269, -3.5041, 3.9991], [-1.6879, -2.3430, 5.3797], [1.3562, 0.3364, 1.8176], [1.5978, 1.0689, 0.7289], [0.3336, 1.5728, 0.0505], [0.0462, 0.4169, -1.0169], [0.8536, 0.5455, -2.3906], [2.0805, -0.5056, -2.5053], [3.4208, 0.1005, -1.8684], [4.0223, -0.7203, -0.6367], [3.0808, -1.5864, 0.0298], [3.6855, -2.2327, 1.1737], [0.4991, 3.0837, -0.5076], [-0.5619, 3.4340, -1.6388], [-1.6708, 2.8490, -1.7707], [-0.2862, 4.5213, -2.6244], [-0.6437, 3.9896, -3.9990], [-1.1887, 5.6939, -2.3070], [-0.5922, 4.9263, 4.5576], [-2.4135, 5.0057, 4.3841], [-1.4779, 3.3656, 4.1828], [-1.3605, 5.9108, 2.2807], [-0.1050, 4.5867, 2.2415], [-2.6697, 1.7070, 2.1492], [-2.5936, 1.6800, 0.2968], [0.0114, 2.3961, 2.0124], [-0.2899, 0.3270, 3.2316], [-1.9621, -0.7435, 1.1359], [-0.4258, -1.7571, 1.0360], [-0.9217, -4.2638, 3.6479], [0.2458, -3.8617, 5.0084], [0.6687, -3.4907, 3.1827], [-1.9318, -3.4646, 5.4123], [-1.1997, -2.0756, 6.3696], [-2.6559, -1.7552, 5.3012], [2.2249, -0.0962, 2.4011], [2.5518, 1.2593, 0.3961], [-1.0780, 0.3513, -1.2018], [0.3407, -0.5979, -0.5601], [0.1240, 0.2317, -3.2249], [1.1963, 1.5943, -2.6593], [2.2738, -0.5964, -3.6375], [1.8056, -1.5486, -2.1548], [3.1898, 1.2011, -1.6099], [4.2366, 0.1598, -2.6742], [4.3502, 0.0632, 0.1478], [4.9962, -1.2701, -0.9097], [2.9696, -3.0151, 1.6185], [3.9601, -1.5228, 2.0201], [4.5975, -2.8224, 0.7985], [0.5571, 3.8364, 0.3393], [1.5297, 3.1168, -1.0258], [-0.4701, 2.8604, -4.0541], [-1.7361, 4.1741, -4.2818], [0.0603, 4.4910, -4.7562], [-1.5246, 6.1217, -3.3195], [-0.5639, 6.4994, -1.7887], [-2.1234, 5.3996, -1.7283], [-5.1781, 2.4148, -6.8209], [-4.0172, 2.6362, -5.8891], [-3.2599, 3.5786, -6.0337], [-3.8290, 1.6466, -4.7704], [-5.1907, 3.2028, -7.5765], [-5.0738, 1.4505, -7.3220], [-6.1153, 2.4503, -6.2617], [-3.6650, 0.6483, -5.1810], [-4.7063, 1.6488, -4.1220], [-2.9551, 1.9306, -4.1789], [2.8252, 5.1907, 7.5543], [1.8149, 5.6946, 6.5585], [0.7069, 5.1983, 6.4759], [2.2287, 6.8371, 5.6690], [2.3908, 4.3683, 8.1258], [3.7115, 4.8244, 7.0318], [3.0979, 5.9913, 8.2448], [3.0885, 6.5438, 5.0629], [2.4749, 7.7105, 6.2760], [1.4026, 7.0951, 5.0032], [8.4279, 0.0023, -0.5774], [7.8030, -0.2507, 0.7685], [6.5953, -0.3495, 0.8970], [8.7281, -0.3769, 1.9489], [7.6434, 0.0708, -1.3339], [8.9801, 0.9441, -0.5597], [9.0949, -0.8218, -0.8383], [9.2936, 0.5481, 2.0785], [9.4083, -1.2179, 1.7998], [8.1408, -0.5576, 2.8513], [-6.7629, -0.4602, -1.9228], [-6.1325, -0.9293, -3.2073], [-6.2289, -0.2808, -4.2320], [-5.3782, -2.2316, -3.1739], [-7.2721, 0.4900, -2.0955], [-7.4960, -1.1927, -1.5792], [-5.9925, -0.3117, -1.1630], [-6.0499, -3.0430, -2.8861], [-4.5464, -2.1616, -2.4700], [-4.9787, -2.4439, -4.1674], [0.9104, -7.3997, 2.3117], [2.0868, -7.1432, 3.2162], [2.8092, -6.1771, 3.0544], [2.3339, -8.1278, 4.3279], [0.8547, -6.6115, 1.5582], [1.0328, -8.3594, 1.8055], [-0.0141, -7.3943, 2.8931], [2.5197, -9.1198, 3.9114], [1.4730, -8.1546, 4.9991], [3.2120, -7.8173, 4.8973], [-3.5797, -4.2856, -6.6133], [-3.2758, -5.3524, -5.5948], [-2.8570, -5.0690, -4.4884], [-3.5109, -6.7834, -5.9994], [-3.3638, -3.3045, -6.1853], [-2.9547, -4.4268, -7.4975], [-4.6360, -4.3232, -6.8876], [-2.8828, -7.0354, -6.8563], [-4.5641, -6.9317, -6.2463], [-3.2500, -7.4417, -5.1686]]
}